Model P:
ORCA calculation (the ωB97M-V functional and the def2-TZVPD basis) on a cluster of 2 separate species, C5H5N in total.

Atoms and positions in Å:
C -3.14 0.51 0.14
C -2.88 -0.67 -0.09
C 0.01 -1.17 -0.25
C 1.35 -0.59 -0.04
C 0.17 -0.10 0.77
N -0.73 -1.96 -0.78
H -3.97 1.13 0.41
H 1.96 -1.16 0.64
H 1.82 -0.02 -0.76
H -0.35 0.76 0.52
H 0.18 -0.49 1.81

Summary:
* frontier orbital gap (spin up / spin down): 9.45 / 6.93 eV
* molar mass: 79.10 g/mol

Model Q:
ORCA calculation (the ωB97M-V functional and the def2-TZVPD basis) on the molecule C5H5N.

Atoms and positions in Å:
C 1.86 0.78 -0.26
C -0.49 -0.16 0.12
C 0.80 -0.05 -0.30
C 2.18 -0.59 0.23
C -2.92 0.06 0.00
N -1.66 0.02 -0.15
H 2.12 1.84 -0.22
H 2.75 -1.38 -0.47
H 2.22 -0.79 1.24
H -3.52 -0.83 0.03
H -3.35 1.09 -0.22

Summary:
* frontier orbital gap (spin up / spin down): 7.80 / 7.80 eV
* molar mass: 79.10 g/mol

The least stable of them is model P.

Model P:
ORCA calculation (the ωB97M-V functional and the def2-TZVPD basis) on the molecule C5H5N.

Atoms and positions in Å:
C -1.82 -0.01 0.20
C 1.01 0.38 -0.74
C 0.39 1.17 0.11
C 0.46 -0.93 -0.11
C -0.30 -0.03 0.81
N -2.77 -0.10 -0.42
H 1.66 0.71 -1.53
H 0.50 2.20 0.16
H -0.19 -1.59 -0.74
H 1.24 -1.54 0.41
H -0.20 -0.26 1.85

Summary:
* SMILES: N#C[C@@H]1C=CC1
* frontier orbital gap: 11.29 eV
* molar mass: 79.10 g/mol

Model Q:
ORCA calculation (the ωB97M-V functional and the def2-TZVPD basis) on the molecule C5H5N.

Atoms and positions in Å:
C -0.19 1.16 0.02
C -1.26 0.29 0.22
C -0.97 -1.06 -0.02
N 0.25 -1.56 0.13
C 1.27 -0.70 0.15
C 1.08 0.64 -0.18
H -0.36 2.23 -0.03
H -2.26 0.63 0.48
H -1.69 -1.72 -0.49
H 2.25 -1.12 0.38
H 1.88 1.21 -0.65

Summary:
* SMILES: c1ccncc1
* frontier orbital gap: 10.03 eV
* molar mass: 79.10 g/mol

Model R:
ORCA calculation (the ωB97M-V functional and the def2-TZVPD basis) on the molecule C5H5N.

Atoms and positions in Å:
C 0.21 -0.57 -0.20
C 0.41 0.58 0.69
C 0.95 1.72 0.25
N 1.08 -1.32 -0.74
C -1.14 -1.11 -0.16
C -2.27 -1.44 -0.38
H 2.02 -0.94 -0.58
H -0.30 0.43 1.57
H 0.95 2.61 0.87
H 1.36 1.81 -0.75
H -3.27 -1.76 -0.58

Summary:
* SMILES: [H]/N=C(/C#C)C=C
* frontier orbital gap: 10.39 eV
* molar mass: 79.10 g/mol

The least stable of them is model R.

Model P:
ORCA calculation (the ωB97M-V functional and the def2-TZVPD basis) on a cluster of 2 separate species, C4H15N2O in total.

Atoms and positions in Å:
C -0.98 0.63 -0.51
N -0.76 1.37 0.70
C -0.45 2.80 0.51
C 0.33 -0.01 -1.00
N 0.76 -1.27 -0.36
C 2.10 -1.74 -0.87
H -1.83 -0.06 -0.46
H -1.39 1.30 -1.29
H -1.45 1.27 1.46
H 0.38 3.09 1.16
H -0.44 3.15 -0.52
H -1.29 3.36 0.92
H 0.46 0.22 -2.06
H 1.10 0.76 -0.73
H 0.07 -2.01 -0.51
H 0.82 -1.20 0.67
H 2.85 -1.70 -0.05
H 2.08 -2.81 -1.14
H 2.39 -1.10 -1.69
H -1.20 -2.51 2.35
H -2.26 -1.71 1.74
O -1.30 -1.83 1.67

Summary:
* charge: +2
* frontier orbital gap (spin up / spin down): 12.86 / 7.56 eV
* <S²>: 0.754
* spin multiplicity: 2
* molar mass: 107.18 g/mol

Model Q:
ORCA calculation (the ωB97M-V functional and the def2-TZVPD basis) on a cluster of 3 separate species, C4H15N2O in total.

Atoms and positions in Å:
C 2.47 1.03 -0.35
N 2.30 -0.38 -0.35
C 1.03 1.77 -0.14
N -3.22 -4.13 1.78
C -1.43 1.39 -0.96
C 0.10 1.44 -1.28
H 2.90 1.30 -1.40
H 3.23 1.28 0.51
H 3.15 -0.87 -0.04
H 0.15 -1.04 1.45
H 1.28 2.82 -0.05
H -2.45 -3.99 2.34
H -4.02 -4.22 2.32
H 0.66 1.30 0.81
H -1.68 2.40 -0.79
H -1.48 0.65 -0.19
H -1.85 0.99 -1.88
H 0.43 0.47 -1.67
H 0.31 2.24 -2.10
H -3.25 -3.23 1.22
H 1.41 -0.73 0.10
O -0.04 -0.47 0.67

Summary:
* charge: +2
* frontier orbital gap (spin up / spin down): 3.87 / 6.91 eV
* <S²>: 1.761
* spin multiplicity: 2
* molar mass: 107.18 g/mol

The least stable of them is model Q.

Model P:
ORCA calculation (the ωB97M-V functional and the def2-TZVPD basis) on a structure of composition C2H13NO4.

Atoms and positions in Å:
C 1.31 1.02 -1.47
O 0.49 -2.26 0.69
C -0.03 0.85 -0.65
N -0.78 -0.29 -1.21
H 0.99 0.85 -2.48
H 1.67 2.03 -1.41
H 2.03 0.34 -1.12
H -0.65 1.74 -0.67
H 0.29 0.62 0.40
H -0.15 -1.07 -1.09
H -1.69 -0.44 -0.67
H -1.20 1.34 2.50
H 3.08 -1.05 1.46
O -1.42 1.59 1.58
H 0.74 -3.08 0.31
H 1.38 -1.52 0.76
O 2.44 -0.81 0.79
H -3.59 -0.62 0.56
H -2.08 0.82 1.25
O -2.84 -0.07 0.47

Summary:
* frontier orbital gap: 3.94 eV
* molar mass: 115.13 g/mol

Model Q:
ORCA calculation (the ωB97M-V functional and the def2-TZVPD basis) on a cluster of 5 separate species, C2H13NO4 in total.

Atoms and positions in Å:
C 0.57 -0.35 2.30
C 2.07 -2.29 2.50
N 1.51 -1.24 2.97
H 1.26 0.38 1.73
H 0.13 0.24 3.14
H -0.32 -0.73 1.77
H 2.48 -2.83 3.31
H 2.09 -2.75 1.58
H 5.19 4.40 -2.09
H 4.43 3.31 -1.71
O 4.50 4.22 -1.50
H -6.00 -3.33 -2.29
H -5.02 -3.49 -1.19
O -5.41 -3.97 -1.93
H 1.37 4.57 -0.08
H 0.67 5.54 -1.15
O 0.63 5.20 -0.30
H -2.67 -2.03 -2.64
H -4.06 -2.71 -2.39
O -3.43 -2.14 -2.02

Summary:
* SMILES: C=NC.O.O.O.O
* frontier orbital gap: 9.73 eV
* molar mass: 115.13 g/mol

Model R:
ORCA calculation (the ωB97M-V functional and the def2-TZVPD basis) on a cluster of 5 separate species, C2H13NO4 in total.

Atoms and positions in Å:
C -1.83 -0.38 -0.88
C -0.60 -0.97 -1.12
N 0.55 -0.34 -1.65
H -1.89 0.68 -0.67
H -2.83 -0.79 -1.09
H -0.43 -2.01 -1.16
H 0.63 0.58 -2.02
H 1.23 -0.92 -2.17
H 0.12 3.68 -0.62
H 0.76 2.45 -0.07
O -0.11 2.76 -0.39
H 1.64 -1.67 1.26
H 0.13 -1.86 1.30
O 0.97 -2.18 0.89
H -1.83 -0.63 1.17
H -1.54 0.70 1.85
O -1.08 -0.20 1.71
H 2.27 0.64 1.57
H 1.21 0.08 0.30
O 1.62 0.82 0.77

Summary:
* SMILES: C=CN.O.O.O.O
* frontier orbital gap: 8.52 eV
* molar mass: 115.13 g/mol

Model S:
ORCA calculation (the ωB97M-V functional and the def2-TZVPD basis) on a cluster of 5 separate species, C2H13NO4 in total.

Atoms and positions in Å:
C 0.77 1.27 1.86
C 0.94 1.28 0.51
N 0.76 0.13 -0.40
H 1.18 0.28 2.32
H 0.45 2.22 2.25
H 1.06 2.10 -0.08
H 0.61 -0.74 0.05
H 0.94 0.37 -1.34
H -4.23 -2.99 4.13
H -3.02 -2.91 5.08
O -3.29 -2.92 4.17
H 0.58 -4.91 0.55
H 1.34 -4.34 1.69
O 0.69 -4.02 1.01
H -2.22 3.18 -4.30
H -1.79 4.19 -5.55
O -2.41 3.64 -5.13
H 2.42 1.03 -1.70
H 2.93 1.36 -2.83
O 2.27 1.78 -2.28

Summary:
* SMILES: C=CN.O.O.O.O
* frontier orbital gap: 8.55 eV
* molar mass: 115.13 g/mol

The least stable of them is model P.